No. 1
Below is a structure of composition C35H30ClINNiOPSi, with properties calculated with the ωB97M-V functional and the def2-TZVPD basis.

Each line ends with the Mulliken charge.
CARTESIAN COORDINATES (ANGSTROEM)
Ni: 0.35 -0.01 -0.12  -0.925
Cl: 3.98 1.39 -5.67  -0.280
C: 2.84 1.48 -4.36  0.481
C: 2.11 2.61 -4.16  -0.455
C: 1.19 2.72 -3.10  -0.437
I: 0.17 4.51 -2.82  -0.030
C: 0.96 1.68 -2.21  -0.007
O: 0.14 1.72 -1.22  -0.303
C: 1.74 0.49 -2.44  0.374
N: 1.54 -0.53 -1.55  0.683
C: 2.26 -1.62 -1.63  0.114
C: 3.24 -1.80 -2.62  -1.162
C: 3.43 -0.82 -3.55  -0.645
C: 2.68 0.37 -3.48  0.031
H: 2.25 3.45 -4.83  0.422
H: 2.05 -2.40 -0.90  0.253
H: 3.80 -2.73 -2.65  0.476
H: 4.17 -0.94 -4.34  0.427
C: -1.03 -3.92 4.32  -0.688
C: -2.20 -3.37 3.80  -0.677
C: -2.19 -2.76 2.55  -0.579
C: -1.02 -2.67 1.79  0.703
C: 0.15 -3.22 2.34  -0.265
C: 0.14 -3.84 3.58  -0.707
Si: -0.93 -1.79 0.13  1.856
C: -2.64 -1.21 -0.35  -0.092
C: -2.93 0.11 -0.70  -0.548
C: -4.21 0.49 -1.09  -1.047
C: -5.23 -0.46 -1.13  -0.525
C: -4.96 -1.78 -0.81  -0.798
C: -3.68 -2.15 -0.43  0.006
C: -0.54 -3.12 -1.15  0.266
C: -0.70 -2.81 -2.51  -0.350
C: -0.49 -3.76 -3.50  -0.764
C: -0.10 -5.05 -3.16  -0.582
C: 0.05 -5.38 -1.82  -0.696
C: -0.18 -4.43 -0.83  -0.136
H: -1.04 -4.40 5.29  0.386
H: -3.12 -3.43 4.36  0.422
H: -3.11 -2.33 2.17  0.392
H: 1.08 -3.16 1.79  0.356
H: 1.06 -4.26 3.98  0.425
H: -2.14 0.85 -0.72  0.504
H: -4.41 1.51 -1.37  0.453
H: -6.23 -0.16 -1.43  0.388
H: -5.74 -2.52 -0.86  0.415
H: -3.47 -3.19 -0.20  0.464
H: -1.01 -1.81 -2.81  0.391
H: -0.62 -3.49 -4.54  0.430
H: 0.07 -5.79 -3.93  0.391
H: 0.33 -6.39 -1.54  0.415
H: -0.08 -4.73 0.20  0.337
C: -0.58 0.09 3.34  -1.254
P: -0.24 0.83 1.73  1.569
C: -1.37 2.23 1.62  -1.579
C: 1.43 1.55 1.90  0.364
C: 1.75 2.75 1.25  -0.498
C: 3.05 3.24 1.30  -0.754
C: 4.03 2.54 1.98  -0.466
C: 3.73 1.35 2.62  -0.718
C: 2.43 0.85 2.57  -0.523
H: 0.07 -0.76 3.52  0.293
H: -1.61 -0.28 3.36  0.439
H: -0.45 0.84 4.12  0.537
H: -1.23 2.93 2.45  0.472
H: -2.40 1.85 1.64  0.353
H: -1.21 2.74 0.67  0.415
H: 1.00 3.28 0.68  0.242
H: 3.28 4.17 0.79  0.435
H: 5.05 2.93 2.01  0.389
H: 4.49 0.80 3.15  0.425
H: 2.21 -0.08 3.07  0.291

The orbital gap (spin up / spin down) comes out at 7.202 / 7.201 eV. The calculation puts the energy above the lowest of the compared OMol25 structures with the same formula, charge and spin at 0.0000 eV. As for the spin multiplicity: 1. The largest force on an atom is 0.52 eV/A. The electronic energy comes out at -119154.493 eV. The HOMO energy (spin up / spin down) comes out at -7.36 / -7.36 eV.

=====

No. 2
Below is a cluster of 8 separate species, C22H44BFIO30S7 in total in a non-equilibrium geometry, with properties calculated with the ωB97M-V functional and the def2-TZVPD basis.

Each line ends with the Mulliken charge.
CARTESIAN COORDINATES (ANGSTROEM)
C: 5.30 -0.36 -0.14  -0.951
C: 3.71 -0.10 0.01  0.429
F: 3.10 0.22 -1.26  -0.377
C: 3.05 -1.37 0.75  -0.525
C: 2.26 -2.37 -0.23  0.343
O: 2.37 -3.80 0.01  -0.891
B: 1.41 -4.33 -1.00  1.282
O: 0.15 -3.61 -0.58  -0.774
C: 0.65 -2.23 -0.41  0.304
C: -0.23 -1.57 0.75  -0.829
C: -0.88 -0.15 0.38  -0.389
C: -1.55 -0.07 -1.08  -0.645
I: 0.56 1.51 0.68  -0.045
H: 5.78 -0.03 0.86  0.079
H: 5.53 -1.49 -0.29  0.273
H: 5.69 0.22 -1.03  0.363
H: 3.56 0.82 0.69  0.134
H: 3.94 -1.98 1.17  0.197
H: 2.46 -1.01 1.66  0.165
H: 2.83 -2.27 -1.23  0.092
H: 1.60 -3.82 -2.08  -0.436
H: 1.37 -5.51 -1.07  -0.353
H: 0.55 -1.79 -1.46  -0.107
H: 0.37 -1.43 1.72  0.369
H: -1.12 -2.25 1.05  0.212
H: -1.72 0.06 1.14  0.521
H: -1.08 0.82 -1.63  0.204
H: -1.47 -1.02 -1.70  0.192
H: -2.68 0.20 -1.01  0.208
C: -0.60 5.39 -0.41  -0.174
C: -0.37 6.29 -1.62  -0.303
O: -1.05 5.63 -2.70  -0.255
S: -2.34 4.85 -2.12  1.038
O: -3.49 5.67 -2.31  -0.582
O: -2.28 3.49 -2.56  -0.478
O: -1.94 4.91 -0.55  -0.276
H: 0.08 4.53 -0.43  0.101
H: -0.48 5.93 0.53  0.298
H: 0.68 6.42 -1.85  0.344
H: -0.84 7.27 -1.48  0.229
C: -5.15 -3.45 0.13  -0.246
C: -5.25 -3.95 -1.31  -0.030
O: -3.91 -4.03 -1.78  -0.399
S: -2.93 -4.39 -0.53  0.862
O: -2.69 -5.81 -0.55  -0.670
O: -1.88 -3.43 -0.48  -0.019
O: -3.99 -4.08 0.67  -0.412
H: -4.99 -2.36 0.15  0.270
H: -6.03 -3.70 0.72  0.283
H: -5.85 -3.29 -1.94  0.353
H: -5.68 -4.96 -1.34  0.055
C: 7.81 1.06 5.41  -0.276
C: 8.90 0.28 4.69  -0.224
O: 8.22 -0.42 3.65  -0.384
S: 6.97 0.48 3.14  1.175
O: 7.38 1.19 1.97  -0.580
O: 5.79 -0.33 3.18  -0.520
O: 6.93 1.52 4.38  -0.386
H: 7.24 0.42 6.09  0.305
H: 8.21 1.91 5.97  0.306
H: 9.41 -0.42 5.35  0.324
H: 9.63 0.95 4.23  0.263
C: 13.21 2.57 7.16  -0.320
C: 13.43 3.48 5.96  -0.349
O: 12.77 2.82 4.88  -0.347
S: 11.48 2.02 5.46  1.297
O: 10.32 2.84 5.26  -0.574
O: 11.56 0.66 5.01  -0.597
O: 11.88 2.08 7.03  -0.334
H: 13.90 1.72 7.14  0.291
H: 13.32 3.11 8.11  0.309
H: 14.48 3.62 5.73  0.314
H: 12.95 4.45 6.11  0.290
C: -8.73 -7.59 -0.56  -0.357
C: -9.06 -8.02 -1.98  -0.385
O: -9.15 -6.81 -2.72  -0.325
S: -8.12 -5.72 -2.09  0.996
O: -6.92 -5.75 -2.87  -0.519
O: -8.84 -4.52 -1.81  -0.428
O: -7.83 -6.49 -0.70  -0.265
H: -9.62 -7.24 -0.04  0.287
H: -8.27 -8.39 0.02  0.309
H: -9.99 -8.58 -2.04  0.323
H: -8.25 -8.62 -2.41  0.299
C: 0.21 6.03 -6.55  -0.158
C: -0.46 7.18 -7.29  -0.333
O: -0.27 8.31 -6.44  -0.312
S: 1.13 8.16 -5.65  1.109
O: 2.13 8.92 -6.35  -0.562
O: 0.88 8.32 -4.25  -0.496
O: 1.38 6.59 -5.96  -0.299
H: -0.43 5.64 -5.75  0.148
H: 0.48 5.21 -7.22  0.303
H: -1.52 7.00 -7.47  0.321
H: 0.04 7.38 -8.24  0.289
C: -10.65 -2.24 -0.77  -0.028
C: -9.70 -1.38 0.05  -0.294
O: -10.45 -0.21 0.38  -0.334
S: -12.02 -0.62 0.54  1.092
O: -12.30 -0.81 1.93  -0.534
O: -12.79 0.25 -0.30  -0.540
O: -11.93 -2.08 -0.17  -0.333
H: -10.71 -1.88 -1.80  0.265
H: -10.36 -3.29 -0.77  0.116
H: -8.79 -1.12 -0.49  0.292
H: -9.43 -1.88 0.99  0.338

The orbital gap comes out at 4.741 eV. As for the spin multiplicity: 1. The largest force on an atom is 4.58 eV/A. The electronic energy comes out at -172284.832 eV. Its charge is -1. The HOMO energy comes out at -3.63 eV.